Density functional theory data (ωB97M-V/def2-TZVPD) for C3H7N3O2 as an isolated structure at a distorted geometry.

Summary:
Gap between HOMO and LUMO (eV): 10.267
HOMO energy (Ha): -0.375
Charge: 0
ΔE to the lowest compared entry with this formula, charge and spin (kcal per mole): 180.5

Geometry (Å):
H1 2.177 0.437 3.012
H2 1.818 0.192 -0.988
O1 -0.483 -0.354 1.810
C1 -1.825 -1.077 -0.524
H3 0.176 0.648 -2.320
O2 1.401 1.084 -0.737
N1 -0.466 -0.166 -2.277
N2 0.231 0.781 0.088
H4 -1.463 -1.824 0.036
H5 -2.372 -1.534 -1.454
N3 1.921 0.543 1.837
C2 0.492 0.155 1.310
C3 -0.617 -0.309 -0.962
H6 1.664 1.750 1.231
H7 -2.652 -0.327 -0.063

Density functional theory data (ωB97M-V/def2-TZVPD) for an isolated ion of composition C16H23N4O3 and charge +1 at a distorted geometry.

Summary:
Gap between HOMO and LUMO (eV): 7.773
HOMO energy (Ha): -0.396
Charge: +1
ΔE to the lowest compared entry with this formula, charge and spin (kcal per mole): 6.2
Structure (SMILES): C=C[C@H](CC(=O)O)NC(=O)CCCNc1ccc(C(N)=[NH2+])cc1

Geometry (Å):
H1 -3.565 -0.503 -1.751
H2 2.355 -1.985 -0.799
H3 0.840 6.929 -2.028
C1 -2.036 2.028 -2.143
H4 -1.899 0.082 0.546
H5 -3.949 -2.575 -0.686
C2 1.612 -2.908 3.289
O1 3.885 -3.152 4.237
N1 0.284 -3.022 1.307
O2 -0.965 -1.166 1.474
C3 2.661 -3.112 1.060
H6 3.379 -3.817 1.518
C4 1.519 -2.498 1.846
H7 3.810 -3.096 -0.776
H8 1.706 -4.014 3.373
C5 -1.645 1.501 -0.902
C6 0.220 5.065 -2.379
H9 1.522 -1.388 1.785
C7 -0.359 3.804 -1.865
H10 1.296 5.853 -3.947
C8 -3.181 -1.969 -0.182
H11 -2.857 1.606 -2.697
C9 2.939 -2.705 -0.222
N2 0.589 5.156 -3.684
N3 0.363 6.117 -1.664
H12 -2.362 -3.765 0.722
H13 0.280 -3.992 0.998
H14 -3.620 -1.572 0.721
H15 4.555 -2.602 4.676
N4 -2.199 0.313 -0.379
H16 -1.742 3.578 -3.550
H17 0.710 -2.582 3.869
H18 -1.937 -1.235 -1.793
H19 0.577 4.300 -4.232
C10 -1.375 3.177 -2.611
C11 -2.728 -0.849 -1.128
H20 0.069 6.144 -0.695
C12 -0.858 -2.272 1.040
C13 2.835 -2.323 4.007
C14 -1.990 -2.895 0.184
O3 2.823 -1.132 4.272
H21 -0.320 1.683 0.785
H22 -1.563 -3.222 -0.768
C15 -0.599 2.076 -0.168
H23 0.886 3.670 -0.043
C16 0.034 3.271 -0.621

Density functional theory data (ωB97M-V/def2-TZVPD) for an isolated ion of composition C5H11N2O and charge +1 at a distorted geometry.

Summary:
Gap between HOMO and LUMO (spin up / spin down) (eV): 7.585 / 7.589
HOMO energy (spin up / spin down) (Ha): -0.384 / -0.577
Charge: +1
Spin multiplicity: 3
<S²>: 2.01
ΔE to the lowest compared entry with this formula, charge and spin (kcal per mole): 122.0

Geometry (Å):
H1 0.338 -0.844 1.775
N1 2.295 -0.117 -0.670
H2 0.187 1.566 1.109
H3 0.670 2.005 -0.517
H4 -1.122 -0.747 -1.777
C1 -0.427 -0.942 0.916
N2 -0.031 -0.073 -0.206
C2 2.104 0.783 0.357
H5 2.842 1.548 0.300
O1 -2.395 0.394 -0.482
H6 -1.018 1.069 -1.838
C3 -1.172 0.174 -1.201
H7 -0.620 -2.027 0.739
H8 -2.277 1.091 0.148
C4 1.287 -0.669 -1.040
H9 -1.399 -0.489 1.313
H10 1.021 -1.456 -1.733
H11 2.334 0.172 1.210
C5 0.577 1.162 0.165

Density functional theory data (ωB97M-V/def2-TZVPD) for a 3-piece molecular cluster, C12H13BrF2NO6S overall.

Summary:
Gap between HOMO and LUMO (eV): 8.242
HOMO energy (Ha): -0.491
Charge: +1

Geometry (Å):
H1 -2.500 -1.339 -0.338
H2 -2.289 5.962 -2.219
S1 0.458 1.894 0.411
O1 -0.901 2.060 -3.023
C1 2.912 -2.882 0.996
Br1 -1.299 -3.073 -1.669
H3 4.864 -2.344 0.109
O2 -1.575 4.209 -3.054
C2 -0.704 -0.311 -1.004
C3 4.053 -1.928 0.708
C4 -0.253 -0.698 1.252
H4 0.341 -0.668 2.159
C5 -1.449 -1.549 -0.539
H5 -1.222 0.290 -1.745
C6 4.181 -2.641 2.846
H6 -3.523 4.907 -2.966
F1 3.607 -0.790 0.112
C7 -0.583 0.436 0.343
H7 0.284 -0.600 -1.369
C8 -0.768 -3.022 1.388
F2 -4.049 4.085 -0.664
O3 4.525 -1.626 1.997
O4 -2.383 2.829 -1.513
C9 -2.606 4.937 -2.376
H8 -0.435 2.701 0.991
O5 3.293 -3.472 2.226
H9 -1.611 0.711 0.625
C10 -1.550 2.955 -2.590
H10 1.980 -2.326 1.134
H11 -2.134 4.452 -0.276
N1 -0.775 -1.790 0.802
C11 -1.101 -4.056 1.894
H12 -1.376 -5.011 2.288
O6 4.602 -2.791 3.935
H13 2.761 -3.641 0.232
C12 -2.774 4.131 -1.101

Density functional theory data (ωB97M-V/def2-TZVPD) for an isolated ion of composition C3H10NOSi2 and charge +1 at a distorted geometry.

Summary:
Gap between HOMO and LUMO (eV): 8.750
HOMO energy (Ha): -0.458
Charge: +1
ΔE to the lowest compared entry with this formula, charge and spin (kcal per mole): 11.2
Structure (SMILES): O=C1[SiH2]C[NH2+]C[SiH2]1

Geometry (Å):
C1 0.007 -1.798 0.472
H1 -2.569 -1.542 -0.239
Si1 1.709 -0.858 1.105
H2 2.325 -0.928 2.447
Si2 -1.256 -1.101 -0.939
C2 0.700 1.078 0.909
C3 -1.123 0.737 -0.759
H3 -1.795 1.028 -0.045
H4 -1.481 1.248 -1.587
H5 0.394 2.174 -0.881
H6 0.883 0.792 -1.074
H7 -0.229 1.018 1.448
H8 -0.915 -1.467 -2.364
H9 2.364 -0.768 -0.227
N1 0.192 1.313 -0.493
H10 1.308 1.837 1.189
O1 -0.514 -2.763 1.039

Density functional theory data (ωB97M-V/def2-TZVPD) for a 3-piece molecular cluster, C4H13NO2 overall at a distorted geometry.

Summary:
Gap between HOMO and LUMO (spin up / spin down) (eV): 2.241 / 8.664
HOMO energy (spin up / spin down) (Ha): 0.032 / -0.205
Charge: -1
Spin multiplicity: 2
<S²>: 0.75
ΔE to the lowest compared entry with this formula, charge and spin (kcal per mole): 61.6

Geometry (Å):
O1 4.215 5.289 -1.993
H1 0.425 -3.071 0.929
H2 4.851 4.578 -1.733
O2 1.588 4.589 -2.485
H3 0.762 5.194 -2.505
C1 -0.145 -0.597 0.284
H4 -0.626 -3.161 2.507
H5 -2.194 -0.877 -0.163
H6 -3.084 -3.928 1.441
H7 -3.879 -2.103 1.300
H8 -0.082 -0.678 1.454
C2 -0.515 -3.233 1.466
H9 1.677 4.618 -1.483
H10 -1.041 -4.220 1.343
N1 -1.329 -1.436 0.046
H11 0.694 -1.243 -0.058
H12 -0.275 0.437 0.080
H13 3.554 5.078 -2.763
C3 -1.680 -2.396 0.987
C4 -2.915 -2.839 1.345

Question: Which value of charge does entry 5 give?
Answer: +1

Please write out number 3 again, unchanged.
Density functional theory data (ωB97M-V/def2-TZVPD) for an isolated ion of composition C5H11N2O and charge +1 at a distorted geometry.

Summary:
Gap between HOMO and LUMO (spin up / spin down) (eV): 7.585 / 7.589
HOMO energy (spin up / spin down) (Ha): -0.384 / -0.577
Charge: +1
Spin multiplicity: 3
<S²>: 2.01
ΔE to the lowest compared entry with this formula, charge and spin (kcal per mole): 122.0

Geometry (Å):
H1 0.338 -0.844 1.775
N1 2.295 -0.117 -0.670
H2 0.187 1.566 1.109
H3 0.670 2.005 -0.517
H4 -1.122 -0.747 -1.777
C1 -0.427 -0.942 0.916
N2 -0.031 -0.073 -0.206
C2 2.104 0.783 0.357
H5 2.842 1.548 0.300
O1 -2.395 0.394 -0.482
H6 -1.018 1.069 -1.838
C3 -1.172 0.174 -1.201
H7 -0.620 -2.027 0.739
H8 -2.277 1.091 0.148
C4 1.287 -0.669 -1.040
H9 -1.399 -0.489 1.313
H10 1.021 -1.456 -1.733
H11 2.334 0.172 1.210
C5 0.577 1.162 0.165

Question: The lowest charge belongs to which entry?
Answer: C4H13NO2